Record 1
{
  "formula": "C3H4O3Tb",
  "method": "ωB97M-V/def2-TZVPD",
  "species": ["O", "O", "H", "C", "H", "C", "O", "H", "Tb", "C", "H"],
  "coordinates": [[3.663, -0.848, -0.352], [-0.393, -0.957, 0.066], [-2.391, -0.816, -0.325], [-1.427, -0.378, -0.624], [-1.301, 1.422, 1.640], [-1.208, 1.083, 0.594], [-0.139, 1.675, 0.088], [-1.627, -0.047, -1.656], [1.474, 0.276, -0.380], [4.739, -1.207, -0.350], [-1.391, -0.203, 1.299]],
  "orbital_gap_ev": [9.43, 4.99],
  "charge": 2,
  "multiplicity": 8,
  "fmax_ev_per_a": 3.7,
  "e_lumo_ha": [-0.34096, -0.46084]
}



Record 2
{
  "formula": "C38H35N8OScTe",
  "method": "ωB97M-V/def2-TZVPD",
  "species": ["H", "H", "H", "H", "C", "C", "H", "H", "C", "H", "C", "C", "H", "Sc", "C", "H", "H", "N", "C", "N", "C", "H", "C", "H", "H", "C", "H", "C", "N", "H", "H", "Te", "N", "H", "C", "C", "C", "N", "C", "H", "C", "H", "C", "C", "H", "C", "H", "C", "C", "C", "H", "H", "C", "C", "H", "C", "C", "C", "C", "C", "N", "H", "H", "H", "H", "C", "N", "C", "H", "H", "H", "H", "O", "C", "H", "C", "C", "H", "C", "H", "N", "C", "C", "C"],
  "coordinates": [[-3.908, -2.625, -2.070], [4.621, -0.855, -4.418], [-1.916, 3.262, 1.475], [-2.580, -0.593, 3.634], [-2.462, -0.600, -1.021], [-2.601, 3.634, -3.661], [6.910, 1.697, 2.788], [-3.501, 4.234, -3.627], [-5.816, -2.295, -1.138], [0.392, -3.110, -0.034], [-1.122, -4.335, 0.882], [-0.931, 3.215, 1.014], [-2.641, 3.334, -5.767], [0.108, 0.452, -0.375], [-0.424, -3.164, 0.675], [6.130, -0.033, 6.623], [-1.714, 1.814, 2.969], [-1.791, -1.360, -1.850], [-6.547, -1.494, -0.270], [-0.166, 2.053, 1.523], [0.320, -1.466, -2.762], [4.972, 1.052, -2.839], [3.853, -0.573, -3.710], [3.921, -0.786, 5.839], [-0.856, -5.221, 0.321], [3.048, 0.789, -1.939], [2.607, -1.461, 3.622], [-0.214, 2.080, -3.746], [-0.222, 2.446, -1.225], [-6.523, 0.228, 1.013], [-4.140, 0.745, 0.548], [2.838, -0.176, 1.284], [-0.305, -0.739, 1.433], [4.280, 2.101, 1.476], [2.794, -0.413, 3.403], [-1.009, -0.094, 2.339], [-2.111, 3.129, -4.847], [-2.062, 3.665, -1.176], [-0.710, 2.570, -2.540], [-7.587, -1.721, -0.072], [4.570, -0.231, 5.172], [-1.116, -2.781, -3.592], [-1.832, -2.148, 2.357], [4.998, 0.742, 3.011], [-0.048, -2.017, -4.782], [4.056, 0.479, -2.834], [5.318, 0.802, 0.865], [-1.072, 3.115, -0.469], [-2.170, -4.410, 1.816], [-1.872, 3.333, -2.518], [3.166, 1.605, -1.234], [-0.418, 4.146, 1.258], [-5.950, -0.399, 0.342], [-0.777, 1.344, 2.671], [-0.574, 2.010, -5.846], [5.813, 0.190, 5.613], [1.679, -0.871, -2.768], [-3.883, -0.910, -0.786], [4.557, 1.055, 1.600], [2.643, -1.253, -3.681], [-1.926, -0.877, 2.922], [-0.112, 1.395, 3.534], [0.709, 1.520, -3.791], [0.565, -3.328, -3.776], [7.629, 1.211, 5.093], [-4.619, -0.109, 0.084], [-0.472, -0.969, -1.881], [4.155, 0.044, 3.871], [2.446, -2.061, -4.370], [-3.344, -3.385, 3.301], [0.754, 2.368, 1.806], [-6.285, -3.145, -1.615], [-1.923, 0.406, -0.382], [-0.933, 2.366, -4.890], [1.989, 0.182, 3.835], [-2.542, -3.322, 2.577], [-0.806, -2.054, 1.426], [-2.823, 4.211, -0.804], [-4.487, -2.007, -1.398], [-2.692, -5.349, 1.946], [1.893, 0.127, -1.888], [6.654, 0.888, 4.755], [-0.099, -2.462, -3.784], [6.249, 1.161, 3.460]],
  "orbital_gap_ev": 7.26,
  "charge": 2,
  "fmax_ev_per_a": 1.2,
  "e_lumo_ha": -0.21731
}



Record 3
{
  "formula": "C28H27F40N4O7",
  "method": "ωB97M-V/def2-TZVPD",
  "species": ["C", "F", "C", "F", "H", "C", "C", "O", "C", "C", "F", "F", "F", "F", "H", "H", "F", "C", "C", "F", "C", "O", "C", "C", "H", "F", "N", "F", "H", "C", "F", "H", "C", "F", "F", "F", "F", "O", "O", "H", "H", "H", "O", "C", "H", "O", "C", "F", "F", "F", "C", "H", "F", "H", "F", "H", "H", "F", "F", "C", "F", "F", "F", "F", "H", "H", "H", "C", "F", "N", "C", "C", "F", "F", "C", "C", "F", "H", "F", "F", "H", "H", "F", "C", "F", "F", "C", "N", "C", "F", "F", "H", "C", "C", "F", "H", "H", "H", "O", "C", "H", "N", "F", "F", "H", "H"],
  "coordinates": [[3.299, 2.984, -3.407], [2.399, -4.837, 3.682], [-0.020, 4.735, 6.220], [0.450, -5.403, -2.238], [2.731, 5.487, 6.275], [-3.282, -2.635, 1.732], [-6.312, -2.753, -0.730], [-0.028, -5.335, -4.438], [1.258, 3.940, 6.257], [0.074, 1.775, 0.235], [-1.982, -4.085, -2.873], [3.622, -2.455, 2.862], [4.250, 3.141, -4.339], [1.152, -2.313, 4.189], [-2.520, -5.866, -3.610], [3.035, 0.511, 5.579], [-2.603, -1.883, 2.644], [0.747, -2.954, -4.565], [2.984, 4.301, -2.696], [-7.016, -3.201, -1.791], [1.815, -5.582, 2.719], [-5.182, -2.153, -1.206], [-0.383, -5.803, -3.213], [0.702, -2.362, 1.853], [-1.143, 2.412, 5.159], [-6.557, -1.206, 1.038], [3.260, 1.131, 6.338], [-0.344, -7.151, -3.250], [0.696, 1.720, 2.297], [-1.433, 2.029, 0.392], [-1.936, -1.730, 0.104], [-0.296, -1.931, 1.821], [-7.214, -1.740, -0.013], [1.012, 3.540, 1.555], [0.450, 3.993, -5.266], [-3.764, -0.634, 0.576], [0.772, -0.884, -3.464], [2.158, 2.422, -3.884], [-0.916, 4.284, 5.245], [1.373, -4.629, -5.644], [-1.905, 1.188, -0.114], [1.172, -2.097, 0.905], [0.471, -3.746, 1.974], [-3.891, -2.562, -0.820], [2.669, 3.573, -7.670], [-1.944, 3.166, -0.268], [1.237, 3.248, -6.068], [-8.308, -2.383, 0.440], [2.942, 4.891, -6.189], [1.284, 5.005, -7.613], [-1.164, 5.421, -0.435], [3.812, 0.815, 7.111], [2.266, 1.806, 1.083], [-1.744, 1.980, 1.436], [4.133, 4.837, -2.221], [-3.256, -2.250, -1.648], [-7.509, -0.947, -0.703], [0.211, 0.396, 0.168], [-2.126, -5.892, -1.646], [1.380, -4.678, 1.559], [-0.528, -2.719, -4.929], [3.802, 2.152, -2.458], [2.442, -4.128, 0.946], [-1.660, 4.355, 1.630], [-1.530, 5.539, -1.456], [-0.469, 4.734, 7.217], [2.121, -2.284, -3.016], [0.997, 2.201, 1.379], [-6.048, -3.811, 0.053], [1.368, 2.623, 6.295], [1.383, -1.669, 3.032], [2.873, -1.351, 2.903], [3.240, -0.628, 4.015], [-4.533, -2.813, 2.179], [-2.008, 4.391, 0.328], [2.098, 4.161, -6.946], [-3.283, 4.820, 0.267], [1.907, -4.708, -3.980], [0.785, -0.443, 3.140], [0.517, 2.307, -0.918], [2.844, 1.800, -5.756], [1.238, 1.329, -5.252], [0.430, 2.585, -6.949], [2.677, 2.351, 6.329], [0.764, -5.477, 0.664], [2.428, 5.172, -3.557], [-1.833, -5.430, -2.884], [2.473, 4.513, 6.280], [-3.269, -1.879, 0.401], [-1.226, 6.600, 0.217], [0.308, -2.639, -2.245], [4.370, 3.631, 6.318], [1.058, -4.454, -4.616], [1.943, 2.155, -5.255], [1.562, -2.381, -5.500], [0.952, -6.106, 3.133], [3.068, -0.726, 2.029], [0.212, 5.766, 5.942], [-1.507, 3.081, 5.751], [1.063, -2.192, -3.272], [-2.777, -3.600, 1.633], [3.369, 3.504, 6.308], [2.714, -6.471, 2.255], [0.123, 5.008, -0.463], [2.299, 4.125, -1.864], [-3.797, -3.647, -0.756]],
  "orbital_gap_ev": 9.52,
  "charge": 1,
  "fmax_ev_per_a": 0.7,
  "e_lumo_ha": -0.12821
}



Record 4
{
  "formula": "C10H14N2S3",
  "method": "ωB97M-V/def2-TZVPD",
  "species": ["H", "H", "C", "S", "C", "N", "H", "C", "H", "H", "S", "H", "N", "C", "H", "H", "C", "C", "C", "S", "H", "H", "H", "C", "H", "H", "C", "H", "C"],
  "coordinates": [[5.368, -1.876, 0.397], [4.576, 1.050, 1.105], [4.479, -0.228, -0.660], [2.434, 1.486, 0.231], [3.861, 0.415, 0.580], [-0.955, 3.088, -0.740], [-5.348, 1.298, 0.783], [1.175, 0.278, 0.004], [-5.311, -1.593, -0.295], [4.809, 0.569, -1.362], [-2.672, -0.584, -0.887], [-6.744, -0.711, 0.346], [1.380, -1.006, 0.121], [-0.170, 0.656, -0.344], [-3.166, 0.155, 1.350], [3.542, -0.364, 1.286], [5.687, -1.083, -0.284], [-5.637, -0.795, 0.423], [-0.978, -0.453, -0.454], [-0.028, -1.842, -0.134], [3.744, -0.835, -1.166], [6.469, -0.480, 0.211], [-3.075, 1.531, 0.243], [-3.446, 0.525, 0.336], [6.147, -1.512, -1.209], [-5.172, 0.885, -0.878], [-4.954, 0.542, 0.140], [-5.420, -1.129, 1.426], [-0.597, 2.011, -0.569]],
  "orbital_gap_ev": 8.77,
  "fmax_ev_per_a": 1.1,
  "e_lumo_ha": 0.00000
}



Calculated total energy / hartree: -1165.92385, -3010.85408, -5823.20345, -1693.51344